Entry 1:
The following is a DFT calculation (ωB97M-V/def2-TZVPD) of C20H17NNaO7S as an isolated structure.

As for the LUMO energy: 2.04 eV. The value obtained for the gap between HOMO and LUMO is 8.15 eV. For the total energy, the calculation gives -1914.36338 Ha. As for the charge: -1.

Positions of all 47 atoms, in Å:
Na 2.190 1.504 -0.770
C 0.239 -0.696 -3.293
C -0.785 -0.845 -2.362
C -0.648 -1.756 -1.319
C 0.516 -2.510 -1.202
C 1.547 -2.344 -2.120
C 1.406 -1.442 -3.169
H 0.131 0.013 -4.108
H -1.685 -0.243 -2.439
H -1.438 -1.861 -0.584
H 0.634 -3.202 -0.376
H 2.470 -2.898 -2.001
H 2.214 -1.309 -3.880
O 4.739 0.828 1.133
C 3.905 0.036 0.665
O 3.437 -0.012 -0.520
C 3.366 -1.013 1.627
C 2.011 -1.336 1.666
C 1.538 -2.272 2.573
C 2.440 -2.893 3.418
C 3.789 -2.595 3.399
C 4.240 -1.637 2.508
N 1.952 -3.914 4.384
O 2.764 -4.409 5.148
O 0.804 -4.303 4.274
H 1.321 -0.836 0.993
H 0.490 -2.525 2.632
H 4.456 -3.098 4.084
H 5.285 -1.349 2.493
C -5.906 2.541 -1.085
C -4.408 2.634 -0.904
C -3.542 2.419 -1.969
C -2.162 2.512 -1.804
C -1.643 2.822 -0.557
C -2.494 3.053 0.525
C -3.863 2.951 0.345
S 0.105 2.883 -0.311
O 0.368 4.110 0.403
O 0.705 2.815 -1.652
O 0.439 1.668 0.448
H -6.162 2.127 -2.062
H -6.374 3.526 -1.008
H -6.358 1.905 -0.321
H -3.951 2.175 -2.947
H -1.480 2.347 -2.633
H -2.072 3.306 1.492
H -4.530 3.124 1.187

Entry 2:
The following is a DFT calculation (ωB97M-V/def2-TZVPD) of C20H17NO3OsS as an isolated structure.

As for the LUMO energy (spin up / spin down): -1.90 / -1.91 eV. The value obtained for the gap between HOMO and LUMO (spin up / spin down) is 5.66 / 5.64 eV. For the total energy, the calculation gives -1541.50585 Ha.

Positions of all 43 atoms, in Å:
Os 1.953 1.634 0.342
C 5.548 1.048 -1.368
C 4.782 0.592 -0.146
C 5.503 -0.445 0.685
O 3.456 0.090 -0.534
C 4.191 1.757 0.677
O 3.739 1.491 1.819
O 3.779 2.742 -0.008
H 5.895 0.188 -1.943
H 6.422 1.623 -1.060
H 4.925 1.685 -1.991
H 5.759 -1.312 0.073
H 4.884 -0.756 1.522
H 6.430 -0.022 1.075
H 3.502 -0.606 -1.197
C 0.327 0.725 0.170
C -0.781 0.135 0.058
C -1.992 -0.445 -0.023
C -2.500 -0.886 -1.332
C -1.620 -1.388 -2.295
C -2.087 -1.755 -3.545
C -3.432 -1.610 -3.856
C -4.310 -1.100 -2.911
C -3.852 -0.745 -1.654
C -2.793 -0.622 1.195
C -2.611 0.243 2.280
C -3.350 0.075 3.437
C -4.269 -0.961 3.533
C -4.443 -1.835 2.470
C -3.715 -1.668 1.305
H -0.572 -1.494 -2.046
H -1.400 -2.153 -4.280
H -3.794 -1.890 -4.836
H -5.356 -0.973 -3.156
H -4.538 -0.332 -0.926
H -1.895 1.050 2.200
H -3.208 0.755 4.266
H -4.849 -1.087 4.438
H -5.147 -2.654 2.550
H -3.838 -2.366 0.488
S 0.738 3.376 1.102
C 1.901 4.528 1.553
N 2.620 5.369 1.873

Entry 3:
The following is a DFT calculation (ωB97M-V/def2-TZVPD) of a single C20H17NO4 molecule.

As for the LUMO energy: 0.46 eV. The value obtained for the gap between HOMO and LUMO is 8.64 eV. As for the structure (SMILES): Cc1ccc(C(=O)COc2cccc(NC(=O)c3ccco3)c2)cc1. For the total energy, the calculation gives -1128.04605 Ha.

Positions of all 42 atoms, in Å:
C 4.542 1.801 0.844
C 3.220 1.972 0.164
C 2.058 2.191 0.892
C 0.843 2.319 0.253
C 0.754 2.210 -1.134
C -0.594 2.257 -1.735
O -1.528 2.815 -1.208
C -0.790 1.489 -3.054
O -2.074 0.910 -3.126
C -2.409 0.020 -2.154
C -3.720 -0.457 -2.167
C -4.133 -1.352 -1.201
C -3.265 -1.782 -0.213
C -1.954 -1.315 -0.204
N -1.099 -1.745 0.815
C 0.220 -1.459 1.003
O 0.927 -0.812 0.253
C 0.756 -2.027 2.252
C 2.015 -1.908 2.783
C 2.002 -2.629 3.995
C 0.742 -3.133 4.117
O -0.020 -2.777 3.074
C -1.525 -0.426 -1.181
C 1.921 2.009 -1.870
C 3.135 1.903 -1.224
H 4.463 1.997 1.910
H 4.902 0.782 0.703
H 5.283 2.475 0.416
H 2.105 2.252 1.970
H -0.066 2.478 0.815
H -0.750 2.200 -3.885
H -0.014 0.726 -3.188
H -4.393 -0.105 -2.931
H -5.150 -1.715 -1.211
H -3.601 -2.471 0.549
H -1.533 -2.327 1.519
H 2.828 -1.368 2.345
H 2.814 -2.756 4.681
H 0.283 -3.739 4.874
H -0.503 -0.094 -1.145
H 1.886 1.957 -2.948
H 4.036 1.749 -1.801

Entry 4:
The following is a DFT calculation (ωB97M-V/def2-TZVPD) of C20H18AuN4O4S as an isolated structure.

As for the LUMO energy (spin up / spin down): -7.80 / -7.79 eV. The value obtained for the gap between HOMO and LUMO (spin up / spin down) is 3.01 / 3.01 eV. For the total energy, the calculation gives -1826.37577 Ha. As for the charge: +1.

Positions of all 48 atoms, in Å:
Au -0.264 0.307 -0.095
C 1.560 3.386 2.578
C 0.810 2.241 1.972
N 1.142 1.744 0.826
N 2.138 2.054 0.079
C 2.284 1.444 -1.104
O 1.447 0.622 -1.561
C 3.506 1.792 -1.834
C 3.918 1.034 -2.933
C 5.099 1.343 -3.582
C 5.870 2.415 -3.152
C 5.455 3.182 -2.072
C 4.285 2.873 -1.412
C -0.328 1.619 2.632
C -0.708 1.943 3.940
C -1.741 1.247 4.543
C -2.382 0.237 3.837
C -1.995 0.006 2.529
N -1.007 0.672 1.952
H 2.491 3.538 2.039
H 1.786 3.208 3.626
H 0.969 4.300 2.504
H 3.311 0.201 -3.252
H 5.417 0.752 -4.427
H 6.791 2.662 -3.658
H 6.041 4.027 -1.745
H 3.957 3.460 -0.569
H -0.180 2.713 4.478
H -2.026 1.474 5.560
H -3.153 -0.365 4.289
H -2.478 -0.753 1.933
N -1.626 -0.634 -1.704
C -2.299 -1.852 -1.417
C -1.698 -3.070 -1.724
C -2.341 -4.261 -1.416
C -3.561 -4.178 -0.796
C -4.192 -3.008 -0.473
C -3.541 -1.822 -0.790
S -4.378 -5.786 -0.248
O -4.502 -6.386 -1.548
O -5.571 -5.319 0.395
O -3.294 -6.221 0.597
H -2.278 0.106 -1.947
H -0.950 -0.743 -2.457
H -0.729 -3.096 -2.199
H -1.899 -5.215 -1.650
H -5.155 -3.020 0.009
H -4.002 -0.874 -0.553

Entry 5:
The following is a DFT calculation (ωB97M-V/def2-TZVPD) of C20H18BBrF9IrN7O2P as an isolated structure.

The multiplicity is 2. As for the LUMO energy (spin up / spin down): -4.75 / -4.81 eV. The value obtained for the gap between HOMO and LUMO (spin up / spin down) is 7.13 / 7.06 eV. For the total energy, the calculation gives -5250.02259 Ha. As for the charge: +1.

Positions of all 60 atoms, in Å:
Ir -0.110 -0.292 -0.015
C 4.778 0.782 2.682
N 3.522 0.126 2.364
C 3.098 -1.077 2.849
C 1.898 -1.343 2.253
N 1.606 -0.312 1.421
C 2.592 0.575 1.494
P 2.641 2.217 0.701
C 2.266 1.680 -1.002
N 1.346 0.785 -1.343
C 1.285 0.746 -2.700
C 2.200 1.625 -3.195
N 2.808 2.207 -2.118
C 3.862 3.206 -2.171
C 0.909 2.620 1.106
N -0.081 1.750 1.053
C -1.209 2.367 1.483
C -0.889 3.656 1.812
N 0.446 3.804 1.571
C 1.207 5.026 1.760
H 5.375 0.122 3.305
H 5.326 0.998 1.767
H 4.606 1.712 3.221
H 3.658 -1.656 3.560
H 1.233 -2.178 2.389
H 0.621 0.083 -3.224
H 2.459 1.848 -4.215
H 4.178 3.339 -3.201
H 3.511 4.162 -1.785
H 4.716 2.881 -1.580
H -2.152 1.857 1.564
H -1.504 4.456 2.182
H 0.541 5.806 2.119
H 1.998 4.875 2.493
H 1.651 5.352 0.820
Br -1.545 -3.537 0.770
C -2.489 -2.541 -0.502
C -3.594 -3.112 -1.119
C -4.303 -2.363 -2.038
C -3.918 -1.058 -2.303
C -2.801 -0.578 -1.653
N -2.083 -1.301 -0.797
C -2.328 0.856 -1.913
O -3.009 1.556 -2.628
O -1.229 1.152 -1.330
H -3.880 -4.121 -0.868
H -5.149 -2.796 -2.556
H -4.445 -0.422 -2.997
F 0.552 -2.337 -2.005
C 1.261 -1.999 -0.907
F 1.180 -3.037 -0.069
C 2.752 -1.918 -1.310
F 3.252 -3.124 -1.519
F 3.468 -1.347 -0.323
F 2.952 -1.194 -2.409
F -0.817 -1.839 3.829
B -1.807 -1.085 3.248
F -1.191 -0.639 1.892
F -2.073 0.087 3.898
F -2.923 -1.799 2.900

Entry 6:
The following is a DFT calculation (ωB97M-V/def2-TZVPD) of C20H18BBrF9IrN7O2P as an isolated structure.

The multiplicity is 2. As for the LUMO energy (spin up / spin down): -3.89 / -4.93 eV. The value obtained for the gap between HOMO and LUMO (spin up / spin down) is 8.13 / 7.08 eV. For the total energy, the calculation gives -5250.09195 Ha. As for the charge: +1.

Positions of all 60 atoms, in Å:
Ir -0.043 -0.047 0.334
C 1.258 5.224 1.703
N 0.870 3.826 1.873
C 0.471 3.241 3.042
C 0.202 1.938 2.763
N 0.435 1.726 1.426
C 0.836 2.884 0.908
P 1.320 3.176 -0.800
C -0.180 2.539 -1.577
N -0.708 1.360 -1.325
C -1.772 1.202 -2.167
C -1.887 2.323 -2.934
N -0.876 3.163 -2.556
C -0.601 4.483 -3.116
C 2.202 1.611 -0.999
N 1.696 0.392 -0.814
C 2.591 -0.510 -1.325
C 3.657 0.176 -1.809
N 3.403 1.507 -1.597
C 4.296 2.613 -1.935
H 1.174 5.727 2.661
H 2.286 5.293 1.354
H 0.601 5.716 0.988
H 0.405 3.787 3.967
H -0.116 1.160 3.429
H -2.368 0.309 -2.185
H -2.599 2.580 -3.700
H -1.319 4.681 -3.905
H -0.696 5.248 -2.348
H 0.403 4.519 -3.534
H 2.407 -1.569 -1.317
H 4.557 -0.173 -2.284
H 5.267 2.209 -2.201
H 3.906 3.181 -2.777
H 4.411 3.273 -1.079
Br -3.057 2.110 1.110
C -3.268 0.251 0.900
C -4.340 -0.401 1.468
C -4.457 -1.770 1.267
C -3.552 -2.440 0.460
C -2.525 -1.693 -0.073
N -2.359 -0.391 0.162
C -1.504 -2.242 -1.032
O -1.791 -3.206 -1.691
O -0.409 -1.518 -1.060
H -5.035 0.147 2.087
H -5.262 -2.316 1.740
H -3.618 -3.497 0.255
F 2.727 -1.213 1.003
C 1.449 -1.301 1.380
F 1.394 -0.924 2.657
C 1.038 -2.797 1.258
F 1.452 -3.260 0.072
F -0.279 -2.952 1.333
F 1.601 -3.522 2.216
F -2.682 0.206 3.728
B -1.682 -0.741 3.664
F -0.928 -0.415 2.319
F -2.145 -2.013 3.502
F -0.723 -0.562 4.622

Entry 7:
The following is a DFT calculation (ωB97M-V/def2-TZVPD) of C20H18Br2IrN5O3S as an isolated structure.

The multiplicity is 2. As for the LUMO energy (spin up / spin down): -3.77 / -5.87 eV. The value obtained for the gap between HOMO and LUMO (spin up / spin down) is 6.27 / 4.17 eV. For the total energy, the calculation gives -6922.79385 Ha. As for the charge: +1.

Positions of all 50 atoms, in Å:
Ir -0.209 -0.211 0.323
N 1.675 -2.029 -3.326
C 1.197 -1.244 -2.344
S -0.365 -1.653 -1.708
N 1.909 -0.245 -1.956
N 1.491 0.524 -0.928
C 2.322 1.461 -0.595
C 2.260 2.349 0.511
C 3.362 3.202 0.730
C 3.457 3.985 1.850
C 2.433 3.939 2.807
C 1.319 3.170 2.597
C 1.176 2.375 1.431
O 0.074 1.726 1.242
H 1.129 -2.800 -3.662
H 2.579 -1.848 -3.724
H 3.211 1.528 -1.217
H 4.162 3.209 -0.001
H 4.310 4.630 2.003
H 2.520 4.522 3.714
H 0.496 3.151 3.300
C -1.277 2.461 -1.472
C -2.454 1.653 -1.049
C -3.759 2.004 -1.437
C -4.815 1.203 -1.096
C -4.587 0.024 -0.364
C -5.593 -0.931 -0.023
Br -7.370 -0.671 -0.577
C -5.284 -2.079 0.683
C -3.985 -2.320 1.085
Br -3.557 -3.868 2.048
C -2.919 -1.415 0.790
O -1.739 -1.618 1.149
C -3.266 -0.235 0.030
N -2.248 0.567 -0.314
H -1.585 3.309 -2.077
H -0.596 1.827 -2.044
H -0.737 2.815 -0.594
H -3.915 2.904 -2.012
H -5.822 1.460 -1.393
H -6.054 -2.799 0.921
C 3.157 -0.874 3.322
C 1.768 -0.704 2.784
N 0.821 -0.305 3.634
O 1.536 -0.905 1.584
H 3.177 -0.900 4.408
H 3.766 -0.042 2.967
H 3.585 -1.791 2.922
H 0.999 -0.155 4.610
H -0.122 -0.192 3.294

Entry 8:
The following is a DFT calculation (ωB97M-V/def2-TZVPD) of a 4-piece molecular cluster, C20H18ClN2O9P2 overall.

As for the LUMO energy: -4.91 eV. The value obtained for the gap between HOMO and LUMO is 7.41 eV. For the total energy, the calculation gives -2702.06215 Ha. As for the charge: +1.

Positions of all 52 atoms, in Å:
C 1.894 -2.999 0.078
C 1.904 -1.895 -0.371
N 1.917 -0.601 -0.896
Cl 2.162 -0.628 -2.645
P 3.397 0.239 -0.049
O 4.604 -0.219 -0.717
P 0.405 0.271 -0.347
N 0.804 0.904 0.990
O 0.080 1.301 -1.485
O -0.687 -0.855 -0.332
H 1.800 -3.924 0.605
H 3.080 1.600 -0.137
H 3.241 -0.195 1.268
H 0.242 0.520 1.760
H 0.528 2.138 -1.271
H -1.309 -0.674 0.396
C -2.883 1.616 3.920
C -3.447 2.490 4.749
C -2.635 3.242 5.741
O -3.141 4.036 6.498
C -1.170 2.981 5.766
C -0.612 2.107 4.933
C -1.430 1.366 3.951
O -0.913 0.566 3.182
H -3.455 1.061 3.189
H -4.509 2.694 4.741
H -0.596 3.539 6.495
H 0.451 1.900 4.932
C 5.719 -5.516 -4.103
C 5.142 -5.945 -2.983
C 4.280 -5.051 -2.175
O 3.746 -5.426 -1.150
C 4.084 -3.666 -2.661
C 4.656 -3.231 -3.778
C 5.523 -4.126 -4.591
O 6.043 -3.732 -5.609
H 6.353 -6.149 -4.709
H 5.271 -6.953 -2.610
H 3.452 -3.043 -2.048
H 4.529 -2.222 -4.150
C -5.490 1.562 -1.810
C -5.296 1.511 -0.495
C -4.662 2.637 0.233
O -4.478 2.587 1.433
C -4.256 3.825 -0.555
C -4.449 3.879 -1.871
C -5.080 2.751 -2.604
O -5.253 2.798 -3.800
H -5.950 0.754 -2.364
H -5.589 0.656 0.102
H -3.801 4.636 0.000
H -4.161 4.736 -2.466